# 1
C28H60FGaO12P | ωB97M-V/def2-TZVPD

## Properties
Spin multiplicity   1
HOMO-LUMO gap   0.1880 Eh
Total charge   -1
LUMO level   1.684 eV
Energy   -4371.58076 hartree

CARTESIAN COORDINATES (ANGSTROEM)
H: 3.59 4.03 -4.55
H: -0.95 0.98 4.09
H: -0.24 -5.36 -12.54
H: 1.97 -3.16 8.27
C: -0.23 -0.84 2.93
O: 0.88 -1.10 7.34
H: 1.86 -6.77 4.20
H: -0.32 -4.92 6.75
C: -3.23 -1.15 -2.82
H: 5.20 -3.43 -7.25
C: -4.80 2.22 2.06
H: -7.80 5.21 4.60
H: -5.56 2.76 1.34
H: 0.24 -6.15 3.81
H: -5.34 6.86 5.88
H: -3.99 -0.19 0.73
C: 3.64 1.30 -5.33
C: 0.14 -4.30 5.98
O: 2.43 -4.62 5.36
H: -6.18 7.34 4.36
O: 1.20 1.26 3.59
H: 2.73 -2.20 9.56
O: 3.92 -0.71 -7.98
C: -1.56 -4.51 -10.17
C: 1.96 -1.05 7.92
Ga: -2.84 2.67 1.45
H: -0.83 0.77 -1.17
C: -6.95 4.68 5.02
H: 4.63 2.53 -0.50
P: 0.83 2.40 2.34
H: -1.59 1.18 -2.73
H: 4.36 2.32 1.84
H: -2.57 -1.84 -3.36
H: -0.18 -1.86 3.51
H: -4.43 7.00 4.35
O: 0.35 1.66 0.99
C: 0.06 0.41 3.95
H: 4.17 0.34 -5.35
H: 2.57 1.10 -5.44
H: -1.77 -4.67 -9.11
O: 4.62 1.47 -3.16
H: 5.61 -1.85 -6.53
H: -0.13 4.77 2.11
H: -3.63 -0.39 -3.50
C: 0.35 -4.73 -11.88
C: 0.94 -6.34 4.62
H: 2.81 0.46 9.17
H: -0.60 -4.02 5.22
H: -7.01 3.62 4.72
H: 2.76 3.08 -0.72
H: 3.26 1.23 -0.78
H: 4.34 -2.84 -5.79
O: -5.02 0.76 2.01
H: 2.97 0.99 1.68
H: 0.28 -3.68 -12.18
H: 4.00 1.92 -6.15
O: 2.38 3.14 1.89
C: 2.61 -2.29 8.48
H: 1.91 -2.06 -8.64
H: 2.01 -2.98 -7.11
O: 0.61 -5.31 -9.57
H: -6.96 4.74 6.11
H: -1.72 -3.45 -10.40
H: -4.90 2.58 3.18
H: 3.58 -2.45 8.00
C: -1.87 3.49 3.10
H: -2.08 2.85 4.08
C: -5.66 5.26 4.49
H: 3.52 3.70 -2.80
H: 0.12 4.25 3.90
H: -2.24 -5.13 -10.76
H: -0.53 -0.26 -2.58
C: 2.56 -2.68 -8.01
C: -1.28 0.35 -2.08
C: 3.28 2.08 1.38
H: -2.42 4.52 3.30
F: -2.93 3.85 -0.07
H: -2.22 1.24 0.99
C: 2.69 0.25 8.11
C: -0.29 3.85 2.85
H: 2.16 3.22 -3.84
O: -4.82 0.38 0.78
H: 0.52 -7.05 5.34
O: -2.81 -0.62 -0.53
H: 0.65 -0.87 2.13
C: -5.39 6.71 4.79
H: 2.11 1.06 7.65
H: 1.40 -5.04 -11.94
C: 3.90 1.98 -4.02
H: 2.87 -3.56 -8.57
C: 3.77 -1.88 -7.61
H: -1.26 -0.75 2.33
H: 0.53 -3.39 6.44
H: 3.66 0.21 7.61
O: -4.87 4.59 3.84
H: -4.06 -1.72 -2.40
C: 3.25 3.32 -3.79
C: -2.47 -0.48 -1.70
C: 4.80 -2.55 -6.73
H: 0.32 -0.08 5.01
C: -0.13 -4.89 -10.46
C: 1.27 -5.05 5.32
C: 3.49 2.28 -0.27



# 2
C3H6NO2 | ωB97M-V/def2-TZVPD

## Properties
Energy relative to the best compared isomer or geometry (same formula, charge and spin)   51.9 kcal per mole
Spin multiplicity   2
HOMO-LUMO gap (spin up / spin down)   0.3829 / 0.2211 Eh
Total charge   0
LUMO level (spin up / spin down)   0.773 / -3.624 eV
<S²>   0.7541
Energy   -323.01133 hartree

CARTESIAN COORDINATES (ANGSTROEM)
C: 1.23 1.77 -1.23
C: -0.24 -1.95 2.22
H: -0.43 -0.41 0.35
N: -1.08 -2.17 1.30
O: 0.35 1.77 -0.25
H: 0.61 -1.28 2.15
H: -2.28 -0.80 0.29
O: 0.94 1.68 -2.39
H: -1.22 -1.73 -0.62
H: -0.17 -2.74 2.98
H: 2.28 1.88 -0.90
C: -1.25 -1.12 0.28



# 3
C4H9ClN2 | ωB97M-V/def2-TZVPD

## Properties
Energy relative to the best compared isomer or geometry (same formula, charge and spin)   11.0 kcal per mole
Spin multiplicity   1
HOMO-LUMO gap   0.3833 Eh
Total charge   0
SMILES string   C/N=C\NCCCl
LUMO level   0.880 eV
Energy   -727.46935 hartree

CARTESIAN COORDINATES (ANGSTROEM)
C: 1.23 0.64 -0.62
H: -1.61 1.82 0.75
H: 0.92 -1.15 1.08
H: -1.40 -0.68 1.06
H: 1.06 -2.30 -0.20
N: 0.25 1.07 0.37
N: 1.81 -0.48 -0.77
Cl: -3.39 -0.50 -0.30
H: 1.51 1.41 -1.30
H: 2.54 -1.78 0.63
C: -1.59 -0.34 0.04
H: 0.53 1.96 0.70
C: 1.59 -1.45 0.25
C: -1.16 1.15 -0.02
H: -1.25 1.63 -0.97
H: -1.05 -1.01 -0.70



# 4
C25H45AuClP2 | ωB97M-V/def2-TZVPD

## Properties
Energy relative to the best compared isomer or geometry (same formula, charge and spin)   86.1 kcal per mole
Spin multiplicity   3
HOMO-LUMO gap (spin up / spin down)   0.2717 / 0.1824 Eh
Total charge   +1
LUMO level (spin up / spin down)   -2.025 / -4.363 eV
<S²>   2.0231
Energy   -2257.72939 hartree

CARTESIAN COORDINATES (ANGSTROEM)
C: -1.82 -0.86 2.67
H: 2.66 0.01 -0.97
H: 2.55 2.50 0.15
H: -2.72 -1.05 2.07
H: 1.56 -0.58 -5.72
H: -0.67 1.96 1.29
C: -1.20 -1.04 -7.06
H: 1.60 2.45 -4.01
H: 1.30 3.71 -0.26
H: 1.92 1.85 -5.73
H: -2.67 1.81 -5.65
C: -0.61 -1.28 1.93
H: 2.22 -3.00 -0.96
H: 1.33 -0.42 4.21
C: -1.95 1.20 -6.21
C: 1.60 -1.57 1.35
H: 0.34 0.84 3.45
C: 1.33 -3.39 -0.46
C: -3.36 0.64 -3.42
H: -2.42 1.84 1.03
C: -0.53 1.86 -3.97
H: 2.05 0.63 2.98
C: 0.74 2.51 -3.34
Au: -1.22 1.43 -1.38
H: -3.79 -0.15 -2.77
H: 0.12 3.38 -6.35
H: 3.40 -0.45 1.49
H: 0.06 -1.30 -2.91
H: -1.21 2.66 -4.32
C: -1.91 -0.15 -6.07
H: 0.80 -1.47 -7.73
C: -1.23 1.97 -7.28
H: 0.57 -3.61 -1.23
H: 1.75 -0.48 -2.42
P: -1.56 0.46 -3.40
H: -1.93 -1.41 3.61
H: 1.61 -4.35 0.01
C: 0.71 -0.85 2.21
H: -1.62 -1.89 -2.93
C: 0.81 -2.43 0.53
H: -0.78 -1.55 -4.49
C: -0.90 -1.22 -3.44
H: -1.81 -1.13 -7.98
C: 1.13 0.09 3.25
H: -1.90 -3.92 0.98
C: 2.30 0.36 -1.96
H: -1.83 2.87 -7.50
H: -1.23 1.41 -8.24
H: 3.50 -1.89 0.45
H: -1.13 -2.06 -6.66
H: -0.17 1.33 -4.86
C: 2.04 3.01 -0.68
H: 0.19 0.04 -8.35
H: 0.52 3.57 -3.16
C: -1.70 -3.02 0.38
H: -2.68 -0.68 -5.52
C: 1.03 1.43 -6.19
H: 3.17 0.63 -2.59
H: -3.78 0.55 -4.43
H: -3.63 1.61 -2.98
C: 0.21 -0.58 -7.44
H: -1.79 0.21 2.91
H: -1.53 -3.36 -0.65
H: -2.62 -2.42 0.39
C: -0.56 -2.25 0.90
C: 0.20 2.44 -6.94
Cl: -1.56 3.92 0.43
C: 0.93 0.09 -6.31
H: 3.49 -2.06 2.20
H: 2.80 3.56 -1.27
C: -1.48 2.18 0.59
P: 1.22 1.80 -1.73
C: 3.06 -1.49 1.37
H: 0.72 2.72 -7.87



# 5
C47H40N3P2S2Tc | ωB97M-V/def2-TZVPD

## Properties
Energy relative to the best compared isomer or geometry (same formula, charge and spin)   76.6 kcal per mole
Spin multiplicity   1
HOMO-LUMO gap   0.1909 Eh
Total charge   0
LUMO level   -1.653 eV
Energy   -3539.02097 hartree

CARTESIAN COORDINATES (ANGSTROEM)
C: 2.89 -0.95 0.91
H: -3.16 1.97 4.00
N: -2.49 -4.29 -3.82
C: -3.04 3.96 1.26
H: 1.82 2.60 -1.05
C: -4.96 0.82 0.18
N: -3.38 -3.29 3.08
C: -3.72 0.26 -0.10
H: -0.09 -3.86 0.10
C: 4.70 1.33 -2.50
C: -1.04 -4.20 0.50
C: 3.59 0.64 -2.06
H: 2.39 0.82 4.94
H: 5.06 -2.20 3.23
H: 3.51 -2.87 2.70
P: -1.96 -1.37 -1.68
C: -3.44 -4.63 -0.14
C: -1.90 3.44 0.66
S: 1.06 -1.58 -2.29
H: 5.06 0.66 0.76
H: 0.58 3.80 -0.68
C: 3.03 2.70 4.12
C: -1.19 0.61 -3.20
H: 3.29 3.11 -5.01
H: -6.98 1.10 -0.49
C: 0.75 2.74 -0.86
C: -3.42 -5.74 0.62
H: -6.65 -0.22 -2.56
C: 1.57 1.16 2.99
C: 3.37 2.43 -4.17
C: -1.21 2.39 1.26
H: -4.38 3.85 2.93
C: 4.97 0.11 1.70
C: 5.03 -2.10 0.52
C: -1.72 1.81 -3.51
H: 5.97 -0.07 2.09
C: 4.60 2.23 -3.56
C: -2.81 2.39 3.06
C: -1.86 -3.00 1.00
C: -2.21 -6.18 1.29
C: -1.68 -0.78 -3.40
H: -4.31 -4.38 -0.73
C: -2.34 -3.75 -2.81
H: -2.23 -7.13 1.81
C: -1.03 2.84 -2.75
H: 6.01 -2.32 0.94
C: 4.23 -1.22 1.48
C: 2.25 1.75 -3.72
C: -3.49 3.44 2.46
H: -2.58 1.96 -4.15
P: 0.32 1.67 0.57
H: 3.56 -1.32 3.55
C: -1.68 1.86 2.46
C: -1.07 -5.49 1.18
C: 2.96 3.57 3.04
C: 1.81 -0.75 0.41
H: -0.14 -5.89 1.56
C: -0.09 2.26 -2.00
H: -0.98 -1.44 -3.91
H: -4.30 -6.36 0.68
H: 3.63 2.96 4.98
H: -5.10 1.36 1.10
C: 1.48 2.04 1.91
C: 4.08 -1.94 2.82
C: -2.18 -3.05 -1.60
H: -1.17 1.03 2.93
Tc: -0.03 -0.41 -0.47
H: 2.10 3.94 1.11
H: 3.50 4.51 3.05
H: -4.49 -1.25 -3.03
H: 5.17 -1.60 -0.45
C: -2.28 -3.73 -0.29
H: 5.66 1.16 -2.03
C: -2.70 -3.18 2.16
H: 4.51 -3.04 0.33
H: 4.43 0.75 2.41
H: 1.30 1.89 -4.22
C: 2.17 3.25 1.94
H: 3.65 -0.07 -1.25
H: -2.92 0.38 0.61
N: -0.12 0.84 -2.25
C: 2.35 0.86 -2.65
H: 1.06 0.20 2.95
H: -1.57 3.86 -0.28
C: -4.59 -0.63 -2.15
H: 5.48 2.76 -3.91
C: -3.51 -0.46 -1.27
C: -5.83 -0.07 -1.87
H: -2.61 -0.77 -3.96
S: -0.91 -1.48 1.27
C: -6.01 0.67 -0.71
H: -3.57 4.78 0.79
C: 1.13 0.12 -2.24
H: -1.29 3.89 -2.75
C: 2.33 1.50 4.10



# 6
C23H26N4O5S | ωB97M-V/def2-TZVPD

## Properties
Energy relative to the best compared isomer or geometry (same formula, charge and spin)   106.8 kcal per mole
Spin multiplicity   1
HOMO-LUMO gap   0.2836 Eh
Total charge   0
SMILES string   CCCCCc1nc2sc3c(c2c(=O)n1NC(=O)c1ccc([N+](=O)[O-])cc1)CC(C)(C)OC3
LUMO level   -0.847 eV
Energy   -1885.40073 hartree

CARTESIAN COORDINATES (ANGSTROEM)
C: 0.23 -3.51 2.42
C: -4.91 3.49 -0.54
C: 4.01 -0.35 -2.25
C: 1.25 -1.24 0.33
C: 0.03 0.36 1.34
N: 0.86 -1.77 -1.98
C: -0.82 0.56 0.26
C: -1.70 2.06 1.77
H: 0.16 -2.41 -2.33
H: -2.10 3.93 2.73
O: 2.01 -1.97 -3.89
H: -5.42 1.03 0.35
H: 5.85 0.63 -1.70
C: -1.81 1.54 0.51
H: 0.90 -3.77 -0.34
H: -1.37 -4.52 1.38
H: -1.87 -3.07 2.25
O: -1.21 -0.16 -1.99
C: 2.63 -0.19 -2.43
C: 2.31 -2.29 0.36
C: -0.59 -0.20 -0.94
H: 0.07 -3.99 3.38
N: 4.98 3.08 -1.21
H: -4.34 4.33 -0.94
H: 2.89 -2.14 1.28
H: 1.05 -5.30 1.58
H: -3.24 2.63 3.13
C: 4.18 1.96 -1.64
S: -0.40 1.36 2.69
H: 2.38 3.11 -1.70
C: 1.75 -3.72 0.33
H: -5.75 3.89 0.01
C: 2.81 2.14 -1.85
H: -5.55 2.05 1.78
N: 1.03 -0.53 1.38
C: 1.36 -4.26 1.71
H: 2.24 -4.25 2.35
H: 4.46 -1.31 -2.44
H: 2.52 -4.37 -0.07
H: -4.22 0.89 1.63
O: -3.48 3.61 1.31
O: 6.16 2.89 -1.05
C: 1.82 -1.36 -2.87
H: -3.24 1.18 -1.02
H: 0.99 1.20 -2.44
H: -5.27 2.88 -1.36
C: 4.78 0.72 -1.85
C: -4.02 2.67 0.38
H: -2.45 2.75 -1.11
C: -2.65 3.08 2.31
C: 2.04 1.06 -2.25
C: -2.88 2.01 -0.42
C: -4.85 1.59 1.08
O: 4.42 4.14 -1.04
C: -1.08 -3.51 1.64
H: 2.98 -2.15 -0.49
H: -1.01 -2.92 0.73
H: 0.54 -2.48 2.61
N: 0.52 -1.07 -0.83